No. 1
The ion C7H12ClN2 with charge +1. Source: OMol25; level of theory: ωB97M-V/def2-TZVPD.

For the total energy, the calculation gives -843.27645 a.u. The LUMO energy comes out at -3.73 eV. As for the net charge: +1. As for the gap between HOMO and LUMO: 9.67 eV. The largest force on an atom is 4.7 eV/A.

Each line ends with the natural charge from an NBO analysis.
Geometry (Å):
C 0.02 0.79 -0.44  0.49
C 1.00 -1.77 0.54  -0.41
C 1.89 -1.32 -0.60  -0.47
C -0.48 -1.52 0.20  -0.19
C -1.97 0.56 0.66  -0.25
C -1.77 2.02 0.34  -0.25
C 2.04 0.16 -0.75  -0.06
N -0.68 0.01 0.28  -0.40
N -0.54 1.98 -0.53  -0.61
Cl 2.62 1.15 0.53  0.09
H 1.15 -2.77 0.59  0.24
H 1.27 -1.31 1.39  0.22
H 3.00 -1.71 -0.60  0.27
H 1.50 -1.70 -1.48  0.23
H -0.70 -1.66 -0.91  0.21
H -1.28 -1.97 0.77  0.24
H -2.28 0.47 1.73  0.24
H -2.53 0.00 -0.07  0.21
H -2.50 2.49 -0.33  0.23
H -1.84 2.59 1.38  0.23
H 2.15 0.57 -1.82  0.26
H -0.09 2.94 -0.88  0.46

---

No. 2
A structure of composition C7H12ClN5O2. Source: OMol25; level of theory: ωB97M-V/def2-TZVPD.

For the total energy, the calculation gives -1158.18455 a.u. The LUMO energy comes out at 0.05 eV. As for the gap between HOMO and LUMO: 8.90 eV. The largest force on an atom is 6.5 eV/A.

Each line ends with the natural charge from an NBO analysis.
Geometry (Å):
C -2.68 -1.79 -0.16  0.29
C -4.02 -0.16 -0.63  0.30
C -1.86 0.21 -0.67  0.60
C 0.46 0.42 1.53  -0.25
C 1.79 1.19 -0.58  -0.25
C 1.44 -0.64 1.95  -0.08
C 2.04 0.11 -1.61  -0.05
N -3.91 -1.34 -0.08  -0.46
N -1.57 -1.06 -0.37  -0.52
N -3.01 0.68 -0.85  -0.50
N -0.40 1.45 -0.44  -0.19
N 0.56 0.77 0.07  -0.26
O 1.18 -2.00 1.52  -0.71
O 3.33 0.34 -2.27  -0.74
Cl -1.34 2.63 0.64  -0.07
H -2.56 -2.83 0.20  0.19
H -5.00 0.34 -0.85  0.20
H -0.42 -0.04 1.65  0.21
H 0.68 1.40 1.99  0.22
H 2.63 1.22 0.11  0.20
H 1.63 2.07 -1.13  0.22
H 1.47 -0.64 2.98  0.17
H 2.46 -0.55 1.72  0.19
H 1.26 0.12 -2.39  0.17
H 2.19 -0.82 -1.26  0.19
H 0.25 -2.23 1.67  0.46
H 3.39 1.17 -2.73  0.46

---

No. 3
A structure of composition C7H12CoO3. Source: OMol25; level of theory: ωB97M-V/def2-TZVPD.

For the total energy, the calculation gives -1881.44025 a.u. The LUMO energy (alpha / beta) comes out at -7.87 / -11.76 eV. As for the net charge: +2. Its spin multiplicity is 6. As for the gap between HOMO and LUMO (alpha / beta): 7.49 / 4.47 eV. The largest force on an atom is 6.4 eV/A.

Each line ends with the Mulliken spin population.
Geometry (Å):
C -2.78 1.13 -0.06  0.00
C -3.89 1.59 -0.68  0.00
H -2.22 -0.16 -0.07  0.00
H -2.34 1.67 0.79  0.00
H -4.13 2.66 -0.66  0.00
H -4.51 0.94 -1.29  0.00
H -2.41 1.70 -1.09  0.00
O 4.74 0.85 1.46  0.30
C 3.79 0.74 0.63  -0.01
O 3.65 1.55 -0.32  0.17
O 2.88 -0.20 0.87  0.01
C 1.73 -0.26 0.03  0.02
C 0.90 -1.45 0.47  0.00
C -0.27 -1.72 -0.39  0.00
C -1.57 -1.80 0.03  0.00
Co 5.25 2.34 0.32  4.52
H 2.04 -0.36 -1.02  0.00
H 1.16 0.68 0.13  0.00
H 0.61 -1.38 1.53  0.00
H 1.51 -2.37 0.36  0.00
H -0.07 -1.79 -1.47  0.00
H -2.29 -2.29 -0.63  0.00
H -1.77 -2.06 1.07  0.00

---

No. 4
A structure of composition C7H12F12MgN2O11S4. Source: OMol25; level of theory: ωB97M-V/def2-TZVPD.

For the total energy, the calculation gives -4202.22284 a.u. The LUMO energy comes out at -0.26 eV. As for the gap between HOMO and LUMO: 10.73 eV. The largest force on an atom is 8.3 eV/A.

Each line ends with the natural charge from an NBO analysis.
Geometry (Å):
Mg 0.21 -0.16 -0.36  1.78
C -2.89 -1.04 -3.05  0.79
F -1.78 -1.68 -3.10  -0.31
F -3.23 -0.69 -4.23  -0.27
F -3.84 -1.79 -2.34  -0.29
S -2.51 0.52 -2.08  2.08
O -1.54 1.28 -2.87  -0.93
O -3.77 1.28 -1.82  -0.87
N -1.66 0.01 -0.62  -1.33
S -2.79 -0.14 0.48  2.12
O -3.94 -0.96 -0.01  -0.89
O -2.15 -0.74 1.67  -0.94
C -3.41 1.59 1.13  0.80
F -3.15 1.76 2.42  -0.29
F -2.92 2.58 0.51  -0.29
F -4.81 1.61 1.09  -0.32
C 4.23 0.35 1.35  0.81
F 4.94 0.44 2.48  -0.28
F 3.79 1.59 1.11  -0.31
F 5.03 0.04 0.24  -0.33
S 2.68 -0.92 1.60  2.06
O 2.84 -2.06 0.63  -0.92
O 2.74 -1.34 2.98  -0.86
N 1.21 -0.12 1.13  -1.30
S 0.98 0.88 2.44  2.12
O 2.15 1.34 3.14  -0.88
O -0.08 1.82 1.99  -0.92
C 0.05 -0.33 3.75  0.80
F -0.08 -1.48 3.25  -0.30
F 0.76 -0.48 4.90  -0.32
F -1.16 0.05 4.11  -0.30
C 1.40 -0.34 -3.19  -0.27
O 1.74 -0.24 -1.75  -0.83
H 2.26 -0.14 -3.82  0.21
H 1.35 -1.43 -3.28  0.18
H 0.40 0.03 -3.42  0.23
H 2.67 -0.24 -1.52  0.52
C 1.08 3.08 -1.12  -0.26
O 0.31 1.97 -0.70  -0.78
H 0.57 3.83 -1.73  0.19
H 1.53 3.74 -0.38  0.19
H 1.94 2.78 -1.71  0.18
H -0.60 2.25 -0.59  0.51
C -0.10 -3.17 0.53  -0.28
O 0.02 -2.23 -0.54  -0.80
H 0.43 -4.11 0.35  0.19
H 0.43 -2.94 1.46  0.22
H -1.14 -3.32 0.81  0.20
H -0.19 -2.72 -1.34  0.50

---

No. 5
A cluster of 2 separate species, C7H12F3N3O2 in total. Source: OMol25; level of theory: ωB97M-V/def2-TZVPD.

For the total energy, the calculation gives -887.99462 a.u. The LUMO energy comes out at -0.35 eV. As for the gap between HOMO and LUMO: 9.58 eV. The largest force on an atom is 3.1 eV/A. Its SMILES is CCOC(=O)/C=C/C(=N/F)NF.CNF.

Each line ends with the natural charge from an NBO analysis.
Geometry (Å):
C -3.95 1.83 -0.31  -0.64
C -3.16 0.85 0.45  -0.10
O -1.89 0.56 -0.08  -0.49
C -0.81 0.97 0.54  0.75
O -0.84 1.46 1.66  -0.61
C 0.42 0.93 -0.29  -0.23
C 1.57 1.24 0.32  -0.15
C 2.83 1.26 -0.38  0.28
N 2.99 0.70 -1.48  -0.05
F 4.24 0.99 -2.06  -0.27
N 3.84 1.91 0.30  -0.19
F 3.42 3.07 0.95  -0.23
H -4.68 1.51 -0.99  0.22
H -4.53 2.52 0.31  0.22
H -3.31 2.48 -0.91  0.23
H -3.47 -0.23 0.56  0.20
H -3.19 1.29 1.43  0.22
H 0.38 0.60 -1.27  0.23
H 1.65 1.64 1.27  0.25
H 4.68 2.20 -0.13  0.39
C 3.45 -2.78 -0.41  -0.48
N 2.96 -2.33 0.92  -0.21
F 3.84 -1.27 1.42  -0.31
H 3.99 -3.69 -0.52  0.21
H 2.68 -2.54 -1.11  0.22
H 4.23 -2.04 -0.63  0.23
H 3.08 -2.92 1.69  0.34

---

No. 6
A cluster of 2 separate species, C7H12FN2O in total. Source: OMol25; level of theory: ωB97M-V/def2-TZVPD.

For the total energy, the calculation gives -558.11197 a.u. The LUMO energy (alpha / beta) comes out at -2.80 / -6.70 eV. As for the net charge: +1. Its spin multiplicity is 3. As for the gap between HOMO and LUMO (alpha / beta): 6.77 / 6.76 eV. The largest force on an atom is 7.4 eV/A.

Each line ends with the Mulliken spin population.
Geometry (Å):
C 1.89 -1.19 0.51  0.23
C 1.44 -2.43 0.65  0.61
C -2.24 1.34 -0.64  0.04
C -2.39 1.09 0.89  0.17
C -0.95 1.22 0.16  -0.06
C -0.14 0.09 0.14  0.62
C 0.43 0.13 -2.58  0.00
N 1.05 -0.08 0.63  0.02
N 3.22 -0.92 0.43  0.32
O 0.81 1.13 -2.07  0.01
F 0.57 -1.06 -2.03  -0.01
H 2.10 -3.20 0.43  0.02
H 0.39 -2.57 0.87  0.04
H -2.64 0.49 -1.24  0.00
H -2.62 2.28 -0.94  0.00
H -2.52 1.92 1.62  0.00
H -2.43 0.07 1.30  -0.01
H -0.47 2.19 0.34  0.00
H -0.71 -0.74 -0.27  0.01
H -0.12 0.20 -3.51  0.00
H 1.48 0.73 1.03  -0.01
H 3.77 -1.67 0.10  -0.01
H 3.73 0.02 0.35  -0.02

---

Taking the records one at a time from the top gives energy above the lowest of the compared OMol25 structures with the same formula, charge and spin values of 2.212, 3.890, 2.401, 2.720, 3.669, 0.000 eV.